# 1
Computed, not measured: 9 unconnected molecules or ions with the total composition C51H52BBrO3 at a distorted geometry, with ωB97M-V/def2-TZVPD.

Each line ends with the Mulliken charge.
Positions of all 108 atoms, in Å:
Br (-0.16067, -3.29390, -3.28849)  -0.27
O (1.34374, -3.20584, -0.82131)  -0.43
O (4.06937, -0.82311, -0.98799)  -0.64
O (4.50708, -2.41986, -2.65151)  -0.76
C (-3.07931, -6.06344, -5.63590)  -0.51
C (3.75198, -1.37450, -2.11462)  0.22
C (3.61750, -7.09115, -0.43095)  -0.59
C (-4.43610, -6.36748, -5.68761)  -0.28
C (-5.37654, -5.34338, -5.74257)  -0.36
C (1.83670, -8.71572, -0.48384)  -0.28
C (0.90074, -7.68618, -0.52720)  -0.51
C (7.07746, -4.54993, 2.80276)  -0.31
C (-1.18406, 7.84084, -6.18862)  -0.53
C (-3.52492, 4.15697, 1.55026)  -0.63
C (4.69477, -4.56514, 3.17027)  -0.46
C (-3.50935, 7.82342, -5.55779)  -0.36
C (3.19478, -8.41764, -0.43425)  -0.34
C (-3.30028, 8.96502, -1.38661)  -0.39
C (6.89799, -3.74873, 1.67753)  -0.56
C (-2.66200, -4.73650, -5.64232)  -0.37
C (4.68499, -5.01467, 8.20171)  -0.41
C (5.97599, -4.95363, 3.55132)  -0.54
C (2.30322, -5.03012, 8.56892)  -0.35
C (-1.18034, 9.42303, 0.35731)  -0.45
C (4.50669, -4.21409, 7.07748)  -0.33
C (1.32382, -6.35998, -0.51458)  -0.27
C (-3.87277, 7.72768, -6.89711)  -0.39
C (-2.89115, 7.68144, -7.88200)  -0.39
C (-4.95933, -4.01614, -5.73968)  -0.31
C (-5.70373, 4.49406, 3.24912)  -0.36
C (2.12427, -4.23399, 7.44161)  -0.42
C (3.58355, -5.41838, 8.94978)  -0.35
C (-3.60240, -3.71257, -5.69172)  -0.40
C (-2.15885, 9.62113, -1.83553)  -0.34
C (-3.87268, 5.42930, 1.99230)  0.04
C (-0.83382, 0.25737, 3.15323)  -0.55
C (0.87441, -2.55422, -1.76161)  0.41
C (4.51581, -3.76876, 2.04264)  -0.50
C (0.25639, 0.08803, 2.30494)  -0.36
C (1.16410, -0.97487, -1.77277)  -0.20
C (2.68161, -6.06146, -0.46840)  -0.34
C (-5.36126, 3.22264, 2.79950)  -0.50
C (5.61738, -3.35675, 1.29842)  -0.24
C (-2.32534, 8.77495, 0.80900)  -0.42
C (-1.09809, 9.84833, -0.96476)  -0.41
C (-4.96056, 5.59808, 2.84341)  -0.33
C (0.65490, 2.46449, 2.34579)  -0.49
C (-0.43318, 2.63327, 3.19708)  -0.35
C (-1.17634, 1.52916, 3.60293)  -0.31
C (-1.54718, 7.73586, -7.52724)  -0.32
C (-2.16552, 7.88163, -5.20327)  -0.23
C (-4.27131, 3.05356, 1.95159)  -0.39
C (1.00312, 1.19199, 1.90330)  -0.46
C (-3.38513, 8.54421, -0.06320)  -0.35
C (3.22621, -3.82272, 6.69877)  -0.46
B (2.40128, -0.78040, -2.88654)  0.25
H (-3.29506, 6.28999, 1.67419)  0.20
H (1.23286, 3.32578, 2.02722)  0.38
H (-0.15871, -7.91760, -0.57016)  0.34
H (-4.27451, 7.85340, -4.78902)  0.31
H (-4.12441, 8.78211, -2.06772)  0.33
H (1.50693, -9.75012, -0.48889)  0.33
H (-3.27704, -2.67802, -5.69264)  0.38
H (3.83536, -4.88312, 3.75210)  0.53
H (-2.09553, 9.95515, -2.86581)  0.54
H (-2.39184, 8.44831, 1.84160)  0.44
H (-2.02331, 1.66007, 4.26864)  0.41
H (0.59550, -5.55703, -0.54219)  0.37
H (-3.17402, 7.60280, -8.92626)  0.34
H (2.48850, 0.37292, -3.17282)  -0.27
H (-4.76115, -7.40266, -5.68481)  0.34
H (3.51763, -3.46759, 1.74327)  0.51
H (8.07605, -4.85858, 3.09609)  0.35
H (-0.78183, 7.69704, -8.29505)  0.35
H (-4.00299, 2.06223, 1.60326)  0.42
H (-0.20684, 10.35684, -1.31628)  0.36
H (5.68276, -5.32306, 8.49503)  0.35
H (-0.35251, 9.59768, 1.03564)  0.37
H (-6.55032, 4.62477, 3.91466)  0.36
H (0.25802, -0.35960, -2.08710)  0.22
H (4.67645, -6.85906, -0.39783)  0.40
H (2.18298, -1.49071, -3.83478)  -0.23
H (1.47633, -0.59179, -0.73818)  -0.21
H (1.44415, -5.34786, 9.15045)  0.34
H (3.08746, -3.19733, 5.82326)  0.49
H (-6.43454, -5.57996, -5.78656)  0.33
H (-4.27709, 8.03664, 0.28809)  0.35
H (-1.41684, -0.60337, 3.46481)  0.37
H (-5.94403, 2.36207, 3.11101)  0.36
H (-0.13647, 7.88975, -5.91274)  0.36
H (-5.22946, 6.59041, 3.19082)  0.37
H (-0.70229, 3.62579, 3.54443)  0.41
H (3.01050, -5.02763, -0.46209)  0.53
H (6.11588, -5.57284, 4.43247)  0.44
H (3.92524, -9.22020, -0.39901)  0.33
H (-1.60446, -4.50000, -5.60729)  0.45
H (1.85556, 1.05973, 1.24460)  0.47
H (-2.34613, -6.86176, -5.59121)  0.36
H (1.12610, -3.93325, 7.14292)  0.36
H (-1.88244, 7.95830, -4.15928)  0.51
H (-2.67295, 4.02495, 0.89246)  0.42
H (5.47592, -2.72936, 0.42045)  0.36
H (-5.69268, -3.21713, -5.77552)  0.34
H (0.52473, -0.90348, 1.95599)  0.47
H (5.36555, -3.89538, 6.49679)  0.44
H (7.75663, -3.42985, 1.09634)  0.41
H (-4.92076, 7.68767, -7.17352)  0.35
H (3.72320, -6.03715, 9.83030)  0.34

Its largest force on an atom is 0.115 Eh/bohr. Its molar mass is 803.7 g mol⁻¹. The charge is -2. The LUMO energy is 3.14 eV.



# 2
Computed, not measured: a molecular structure, C51H52N7O7Ta at a distorted geometry, with ωB97M-V/def2-TZVPD.

Each line ends with the Mulliken charge.
Positions of all 118 atoms, in Å:
Ta (0.50564, -0.31695, -0.00910)  2.42
O (1.64614, -1.76990, 0.54122)  -0.71
O (2.05589, -3.85971, 1.32847)  -0.68
O (0.19707, -3.41876, 7.23857)  -0.60
O (-1.02276, 1.20945, 4.02172)  -0.55
O (0.84215, -5.11324, 5.97972)  -0.60
O (-2.60663, -0.29137, 4.47839)  -0.58
O (0.05223, -0.31986, 1.92956)  2.09
N (-1.43324, -1.60677, 0.09960)  -0.66
N (0.47906, -3.93633, 6.11725)  0.96
N (1.06621, 1.11092, -1.76673)  -0.73
N (-1.07730, 1.22810, 0.15945)  -0.77
N (2.81721, 6.45216, 4.64919)  -0.58
N (-1.41675, 0.01821, 4.26421)  1.02
N (0.63206, -1.54164, -1.90735)  -0.86
C (1.93289, 5.41253, -3.99689)  -1.43
C (0.29556, -1.17910, 2.93428)  0.66
C (2.48976, 2.54067, -5.84534)  -1.10
C (1.56078, 3.59703, 3.25821)  -1.10
C (-3.76834, 3.38631, 3.47430)  -1.11
C (3.38517, 3.01092, 1.23785)  -0.61
C (2.36353, 2.23728, -3.40789)  0.73
C (2.33774, 2.09789, 1.50065)  1.02
C (2.33106, 0.84642, 0.78886)  -2.08
C (-4.05562, -3.12972, 3.34712)  -0.72
C (4.47887, -2.53804, -3.55334)  -1.16
C (2.61853, 4.47378, 3.01580)  0.34
C (-2.79204, 2.50084, 1.17048)  0.82
C (3.19224, -3.11756, -4.11576)  -0.94
C (-3.95727, 2.70763, 2.07257)  -1.20
C (3.28733, 2.37658, -4.56037)  -1.29
C (2.19826, -0.30290, -3.39732)  -0.76
C (2.02033, -2.83352, -3.26492)  0.42
C (2.68334, 5.59283, 3.87078)  -0.08
C (0.36658, -3.07588, 4.97828)  -0.29
C (-2.56513, -1.29098, 0.87741)  -0.01
C (-1.97419, 3.38275, 0.51427)  0.70
C (1.46683, 2.39908, 2.53674)  0.53
C (-3.38718, -2.48100, 1.08622)  0.59
C (-1.62846, -2.92065, -0.29895)  -0.46
C (1.15496, -3.70517, -2.61826)  0.34
C (3.50695, 4.16722, 1.97677)  -0.76
C (0.91953, -3.44055, 3.73890)  -1.32
C (-2.12351, 5.47569, -0.87878)  -1.37
C (-2.29600, 1.17337, 0.89854)  -0.16
C (0.10402, 3.19649, -0.82288)  -0.90
C (1.57786, -2.77313, 1.46603)  0.31
C (0.96977, -2.40968, 2.73810)  0.49
C (-1.92296, 4.85437, 0.54763)  -1.02
C (-4.56493, -2.66084, 1.98099)  -1.09
C (1.04932, 2.51830, -1.64712)  0.15
C (1.11258, -5.21412, -2.75064)  -0.94
C (-0.43570, -1.96221, 5.22040)  -0.26
C (0.44437, -5.72393, -4.01832)  -1.40
C (2.03110, 4.71273, -2.66292)  -0.23
C (-2.76465, -3.52187, 0.33886)  0.93
C (-0.46823, -1.04334, 4.16735)  -0.51
C (1.87267, 0.96705, -2.92388)  -0.13
C (0.25746, -2.92535, -1.88489)  0.18
C (-4.32188, -5.06847, -0.65590)  -1.29
C (1.67164, -1.48029, -2.85789)  0.37
C (-3.21522, -4.90590, 0.35982)  -0.87
C (-2.89636, -0.00263, 1.33080)  -1.10
C (1.76472, 3.21273, -2.64300)  0.01
C (-0.92098, 2.63603, -0.08231)  0.96
C (-0.79409, -3.54417, -1.20756)  -0.95
H (0.70926, 1.66104, 2.87901)  0.29
H (2.94651, -2.75413, -5.16708)  0.31
H (0.12634, 4.33724, -0.91522)  -0.28
H (0.62105, -5.55001, -1.82137)  0.54
H (3.32549, -4.21721, -4.24680)  0.36
H (-4.82234, -3.65647, 3.92385)  0.43
H (2.84516, 5.46949, -4.58832)  0.33
H (1.64329, 6.45338, -3.85257)  0.41
H (2.64645, 0.04651, 1.52784)  0.81
H (4.38920, -1.48748, -3.54793)  0.29
H (-0.90545, -4.57466, -1.30814)  0.67
H (4.13502, 2.75742, 0.49384)  0.48
H (-2.78322, 5.18413, 1.16094)  0.31
H (-4.69121, 3.74027, 3.80651)  0.49
H (1.84372, 1.67029, -6.09298)  0.30
H (0.06612, -4.87927, -4.58611)  0.37
H (5.31010, -2.74990, -4.25931)  0.39
H (-4.66907, 3.36110, 1.52200)  0.46
H (-5.24724, -4.57346, -0.38327)  0.32
H (-3.13251, -3.82559, 3.22933)  0.15
H (3.96007, 1.49343, -4.53189)  0.51
H (3.02942, 0.83804, -0.06885)  0.27
H (-0.42548, -6.33265, -3.78394)  0.37
H (1.10714, -6.35554, -4.68788)  0.31
H (-3.15285, 5.37897, -1.10586)  0.45
H (1.25114, 4.92513, -4.75640)  0.28
H (-3.63602, -5.17394, 1.39378)  0.23
H (3.17996, 2.68855, -6.64537)  0.39
H (0.79412, 3.71070, 4.01752)  0.60
H (2.83444, -0.30600, -4.30737)  0.78
H (1.29866, 5.21756, -1.99092)  0.28
H (4.70836, -2.97883, -2.60872)  0.36
H (-1.10430, 5.34495, 1.08088)  0.41
H (1.83361, 3.38443, -5.76295)  0.26
H (3.89826, 3.29323, -4.31498)  0.44
H (-3.40499, 2.56018, 4.13067)  0.18
H (2.13951, -5.65401, -2.62159)  0.55
H (-4.51753, 1.79747, 2.21032)  0.55
H (-1.88979, 6.52316, -0.75726)  0.37
H (3.03169, 4.80960, -2.14422)  0.40
H (-3.59004, 0.13194, 2.13492)  0.35
H (-3.08484, 4.24976, 3.44286)  0.28
H (-2.34854, -5.54189, 0.16894)  0.51
H (-3.76911, -2.28869, 3.96780)  0.07
H (-4.65553, -6.10465, -0.74201)  0.43
H (-5.34826, -3.31245, 1.56807)  0.28
H (-1.54020, 5.02491, -1.67064)  0.39
H (-3.95959, -4.73290, -1.62192)  0.32
H (4.37466, 4.84473, 1.82590)  0.44
H (-0.91774, -1.73191, 6.17599)  0.57
H (1.24337, -4.50255, 3.56677)  0.46
H (-5.02627, -1.68327, 2.20708)  0.37

The calculation puts the relative energy (zero: lowest compared OMol25 entry of this formula, charge and spin) at 0.0 kcal/mol. Its largest force on an atom is 0.080 Eh/bohr. Its molar mass is 1056.0 g mol⁻¹. The LUMO energy (alpha / beta) is -1.71 / -1.71 eV.